No. 1
A molecular structure, C4H5AlO2 in a non-equilibrium geometry, computed with wB97M-V/def2-TZVPD.

## Properties
multiplicity = 2
<S²> = 0.757
charge = +1
total energy = -547.9412 a.u.

```
12
Properties=species:S:1:pos:R:3:forces:R:3
H -1.498 1.546 1.896 -0.134 0.438 0.126
O -1.150 0.651 1.900 -0.498 -1.116 -1.627
Al -0.994 -0.415 0.433 0.796 0.927 1.128
O 4.463 -1.828 1.326 -1.097 0.788 -0.230
C 3.687 -0.942 1.062 1.435 -0.193 0.271
C 2.340 -1.171 0.415 0.382 -0.491 -1.197
C 1.274 -0.298 0.936 -1.657 -0.138 0.373
C 0.784 0.297 1.927 0.901 -1.458 0.593
H 3.966 0.130 1.170 -0.055 -0.230 0.187
H 2.101 -2.244 0.451 -0.293 0.315 0.392
H 2.531 -1.021 -0.664 -0.193 0.282 0.261
H 0.607 0.217 2.996 0.413 0.875 -0.275
```
Forces are in eV/Å.

***

No. 2
A molecular structure, C34H48BiN3P in a non-equilibrium geometry, computed with wB97M-V/def2-TZVPD.

## Properties
charge = -1
total energy = -2044.3651 a.u.

```
87
Properties=species:S:1:pos:R:3:forces:R:3
Bi 0.321 -0.228 0.864 0.158 -1.644 -0.225
N -0.159 -2.245 2.785 0.935 1.465 -0.798
N 0.792 -2.456 -0.703 -0.191 -0.430 -0.985
C 2.374 1.608 0.265 -0.160 -0.279 1.457
C 3.209 0.491 0.573 -0.790 0.541 0.711
C 2.944 0.074 1.907 -0.876 1.382 -0.081
C 3.538 -1.085 2.626 0.234 -0.306 0.233
H 4.062 -1.761 1.933 -0.094 0.150 0.213
H 2.764 -1.671 3.148 0.174 0.101 -0.179
H 4.261 -0.750 3.390 -0.106 -0.160 -0.189
C 1.921 0.924 2.458 1.683 1.463 -1.049
C 1.312 0.791 3.812 -0.161 0.007 0.371
H 1.810 1.405 4.583 -0.061 -0.176 -0.194
H 1.315 -0.260 4.139 0.019 0.259 -0.036
H 0.257 1.099 3.799 0.275 -0.023 0.070
C 1.565 1.899 1.424 2.504 -0.132 0.917
C 0.549 2.980 1.546 -0.191 0.248 0.069
H -0.267 2.666 2.212 0.091 0.101 -0.091
H 0.095 3.202 0.569 0.097 0.098 0.143
H 0.932 3.931 1.957 -0.006 -0.271 -0.148
C 4.142 -0.196 -0.356 0.314 -0.304 -0.206
H 5.154 -0.286 0.077 -0.240 0.013 -0.175
H 4.229 0.344 -1.309 0.043 -0.165 0.270
H 3.787 -1.218 -0.582 0.152 0.230 -0.013
C 2.275 2.326 -1.036 -0.013 0.201 -0.325
H 1.222 2.445 -1.341 0.195 0.032 -0.030
H 2.770 1.766 -1.840 -0.100 0.192 0.170
H 2.723 3.336 -0.994 -0.133 -0.278 -0.069
C -1.044 -2.660 3.706 -1.223 -1.628 0.686
H -1.244 -1.998 4.554 0.159 -0.109 -0.105
C -1.719 -3.878 3.613 0.534 1.067 0.020
H -2.440 -4.149 4.377 0.050 -0.049 -0.007
C -1.461 -4.708 2.502 -1.078 -0.713 0.711
H -1.963 -5.652 2.386 -0.167 -0.259 0.058
C -0.541 -4.282 1.558 1.161 0.909 -1.122
H -0.272 -4.864 0.660 -0.277 0.094 0.624
C 0.092 -3.059 1.708 -0.213 -1.717 -0.806
C 1.061 -2.551 0.705 -0.121 0.781 0.811
H 2.126 -2.665 0.906 -0.153 0.066 0.126
C 0.794 -1.166 -1.168 0.686 0.207 0.041
C 0.502 -3.321 -1.746 0.281 -0.257 1.198
H 0.415 -4.375 -1.570 0.009 -0.177 -0.212
C 0.366 -2.579 -2.848 -0.358 0.363 -1.017
H 0.179 -2.860 -3.861 -0.163 -0.167 -0.302
N 0.521 -1.237 -2.489 -0.103 0.450 -1.494
C 0.591 -0.080 -3.372 0.373 -0.376 0.568
C 1.815 0.272 -3.951 -0.201 0.325 -0.293
C 1.878 1.413 -4.768 -0.576 -0.164 0.138
H 2.812 1.672 -5.259 0.008 -0.045 0.098
C 0.757 2.216 -4.981 0.029 -0.277 0.127
C 0.807 3.403 -5.903 0.055 0.288 -0.143
H 0.768 4.350 -5.341 0.042 -0.259 -0.148
H -0.050 3.403 -6.596 0.299 -0.019 0.195
H 1.734 3.393 -6.492 -0.258 0.076 0.110
C -0.431 1.896 -4.325 0.323 -0.731 0.209
H -1.306 2.520 -4.470 -0.016 -0.008 0.076
C -0.525 0.752 -3.516 0.279 0.378 -0.398
C -1.790 0.441 -2.794 -0.312 -0.191 0.137
H -2.218 -0.514 -3.124 0.057 0.150 0.094
H -2.514 1.242 -2.968 -0.040 -0.139 0.033
H -1.600 0.361 -1.712 0.009 -0.173 -0.341
C 3.055 -0.533 -3.725 0.253 -0.270 0.003
H 3.183 -1.267 -4.532 0.014 0.041 0.129
H 3.023 -1.072 -2.773 -0.028 0.124 -0.221
H 3.935 0.121 -3.726 -0.165 -0.156 -0.005
C -3.523 -2.029 1.307 -0.231 -0.204 0.047
C -3.568 -0.642 0.684 -0.915 0.490 0.330
P -2.213 0.442 1.148 1.125 -1.802 -0.794
C -2.476 1.883 0.083 -0.332 0.158 0.534
C -3.188 2.947 0.893 -0.213 0.740 -0.434
C -2.194 0.640 2.962 -0.847 0.438 -0.047
C -3.601 0.702 3.531 -0.158 0.135 0.732
H -2.721 -2.654 0.894 -0.079 0.271 0.125
H -4.480 -2.527 1.107 0.183 -0.063 0.082
H -3.385 -1.996 2.396 0.045 -0.062 -0.308
H -3.577 -0.700 -0.420 -0.038 0.156 0.518
H -4.430 -0.053 1.047 -0.504 -0.614 -0.475
H -1.523 2.227 -0.354 -0.287 -0.093 0.290
H -3.093 1.513 -0.753 0.099 0.296 0.415
H -2.593 3.289 1.753 -0.154 -0.117 -0.295
H -3.376 3.801 0.235 -0.168 0.213 0.303
H -4.148 2.564 1.263 0.181 0.227 -0.115
H -1.637 -0.224 3.372 -0.188 0.342 -0.437
H -1.613 1.542 3.212 -0.345 -0.332 -0.123
H -4.160 -0.225 3.347 0.166 0.258 0.082
H -3.522 0.845 4.615 -0.326 -0.017 -0.058
H -4.169 1.538 3.103 0.065 -0.172 0.221
```
Forces are in eV/Å.